A cluster of 2 separate species, C6H15O in total. Source: the Open Molecules 2025 dataset; level of theory: ωB97M-V/def2-TZVPD.

Output
Total charge: -1
ΔE to the lowest compared entry with this formula, charge and spin in kcal/mol: 3.7
E_HOMO in eV: -2.66
Orbital gap in Ha: 0.257
Max |F| in eV/Å: 1.3
Energy in eV: -8512.3781

Element x y z (Å)
C 2.1231 -0.4490 0.5475
O 0.9826 -0.8440 -0.0982
C 2.0737 -0.6923 2.0616
H 2.2592 0.6550 0.4186
H 3.0393 -0.9402 0.1486
H 3.0619 -0.5986 2.5289
H 1.6806 -1.6958 2.2548
H 1.3959 0.0105 2.5567
C -0.7226 1.5170 0.0055
C -1.5290 0.5232 -0.8540
C -0.7703 0.1188 -2.1245
C -1.9025 -0.7198 -0.0451
H -1.2733 1.8613 0.8878
H 0.1748 1.0047 0.3290
H -0.4731 2.4018 -0.5922
H -2.4636 0.9995 -1.1882
H -1.4135 -0.4355 -2.8160
H 0.0889 -0.5199 -1.8269
H -0.3424 0.9818 -2.6466
H -2.6250 -0.5093 0.7545
H -2.3486 -1.4898 -0.6903
H -1.0162 -1.1794 0.3885

Cartesian forces (eV/Å) of the 6 atoms listed first:
-1.0 -0.1 -0.5
1.1 -0.4 0.6
0.0 -0.1 0.3
0.5 0.1 0.0
0.2 0.1 0.1
0.1 0.0 0.1